# 1
This record from OMol25 describes a cluster of 2 separate species, C3H11N3 in total. The level of theory is ωB97M-V/def2-TZVPD.

Geometry (Å):
C1 2.122 -0.452 -1.853
C2 0.932 -1.265 -1.099
N1 0.902 -1.516 0.318
H1 1.818 0.005 -2.797
H2 2.551 0.215 -1.116
H3 2.852 -1.223 -2.037
H4 0.099 -0.522 -1.241
H5 0.929 -2.166 -1.716
H6 1.769 -1.141 0.664
H7 0.119 -1.689 0.909
N2 -1.835 1.473 0.393
C3 -1.836 1.403 1.778
N3 -2.798 0.921 2.469
H8 -1.242 0.924 -0.214
H9 -2.633 1.761 -0.155
H10 -1.120 2.051 2.265
H11 -2.628 1.221 3.431

The multiplicity is 1. The SMILES is [H]/N=C/N.CCN.


# 2
This record from OMol25 describes the molecule C4H10N2S. The level of theory is ωB97M-V/def2-TZVPD.

Geometry (Å):
C1 -0.739 1.949 -0.221
C2 -0.938 0.550 0.427
C3 -0.717 -1.851 -0.100
C4 2.041 -0.334 0.340
H1 -1.241 1.943 -1.146
H2 -1.109 2.721 0.440
H3 0.381 2.188 -0.381
H4 -1.994 0.228 0.495
H5 -0.543 0.617 1.442
H6 -0.204 -2.512 -0.814
H7 -0.384 -2.220 0.874
H8 -1.752 -1.972 -0.219
H9 1.261 0.072 -1.463
H10 1.739 -0.780 1.322
N1 -0.354 -0.493 -0.374
N2 1.040 -0.287 -0.559
S1 3.514 0.182 -0.060

The multiplicity is 1. The SMILES is CCN(C)NC=S.


# 3
This record from OMol25 describes a cluster of 2 separate species, C5H14 in total. The level of theory is ωB97M-V/def2-TZVPD.

Geometry (Å):
C1 -0.901 -0.736 1.256
C2 0.464 -0.234 1.949
C3 -0.741 -2.150 0.637
H1 -1.586 -0.924 2.052
H2 -1.329 0.128 0.474
H3 0.577 -0.795 2.969
H4 -0.094 -2.848 1.138
H5 -1.737 -2.580 0.559
H6 0.490 0.786 2.259
H7 1.271 -0.512 1.327
H8 -0.314 -1.964 -0.305
C4 -0.205 1.423 -1.988
C5 1.297 1.628 -1.756
H9 -0.471 0.942 -2.808
H10 -0.663 0.907 -0.970
H11 -0.611 2.438 -1.965
H12 1.572 0.630 -1.415
H13 1.752 1.785 -2.782
H14 1.661 2.421 -1.112

The multiplicity is 1. The SMILES is CCC.CC.


# 4
This record from OMol25 describes the molecule C3H5NO2. The level of theory is ωB97M-V/def2-TZVPD.

Geometry (Å):
C1 1.727 0.123 -0.108
C2 0.423 0.193 -0.004
C3 -1.700 -0.336 0.098
H1 2.466 0.562 0.609
H2 2.017 0.446 -0.990
H3 1.905 -1.065 0.102
H4 -1.993 -0.723 1.090
H5 -2.619 -0.635 -0.559
N1 -0.215 1.285 0.196
O1 -1.516 1.041 -0.278
O2 -0.496 -0.891 -0.156

The multiplicity is 1. The SMILES is CC1=NOCO1.


# 5
This record from OMol25 describes the molecule C2H2BrIO. The level of theory is ωB97M-V/def2-TZVPD.

Geometry (Å):
C1 -0.418 -0.449 -0.787
C2 0.200 0.316 0.439
O1 -0.615 -0.191 -1.941
Br1 -0.604 -2.293 -0.303
I1 0.495 2.598 0.926
H1 -0.212 0.038 1.425
H2 1.152 -0.018 0.241

The multiplicity is 1. The SMILES is O=C(Br)CI.


# 6
This record from OMol25 describes the molecule C5H10N2O. The level of theory is ωB97M-V/def2-TZVPD.

Geometry (Å):
C1 0.309 0.696 -0.248
C2 -0.474 0.324 1.123
C3 -0.857 -1.294 0.547
C4 -1.069 -0.671 -0.934
C5 0.302 -0.217 -1.138
H1 2.606 0.623 -0.194
H2 1.487 2.135 0.420
H3 -0.071 1.823 -0.619
H4 -1.310 1.079 1.055
H5 1.001 1.159 1.807
H6 -1.652 -1.762 1.213
H7 0.005 -2.204 0.452
H8 -1.721 0.202 -0.813
H9 -0.184 -1.712 -2.567
H10 1.132 -0.981 -0.925
N1 1.545 1.101 0.326
N2 -0.556 -0.816 -2.370
O1 0.316 0.577 2.297

The multiplicity is 1. The SMILES is N[C@H]1[C@@H]2N[C@H]2C[C@H]1O.


# 7
This record from OMol25 describes a cluster of 7 separate species, C53H96BrIN2O17PS6 in total. The level of theory is ωB97M-V/def2-TZVPD.

Geometry (Å):
C1 0.912 -5.269 0.750
C2 -0.268 -5.045 -0.297
C3 0.105 -4.290 -1.678
C4 -1.620 -5.438 -0.136
C5 -2.365 -5.647 1.275
C6 -3.204 -4.372 1.753
C7 -2.335 -3.186 2.396
C8 -1.000 -3.651 3.156
C9 -2.046 -2.104 1.253
C10 -1.080 -0.893 1.684
C11 -1.605 0.573 1.300
C12 -2.954 0.641 2.178
N1 -4.219 0.490 1.349
C13 -1.722 0.987 -0.290
C14 -2.060 -0.123 -1.380
C15 -3.650 -0.326 -1.647
O1 -4.306 0.946 -1.958
C16 -0.421 1.874 -0.731
C17 -0.873 3.244 -1.423
O2 -1.951 2.869 -2.370
O3 -2.041 3.927 -3.235
N2 0.564 1.885 0.462
C18 1.425 0.708 0.047
C19 2.439 0.101 1.102
C20 2.944 0.986 2.311
I1 4.260 -0.474 -0.030
P1 1.272 3.567 0.327
O4 2.255 3.955 1.659
Br1 2.753 3.662 -1.419
C21 -0.420 1.671 1.614
C22 -0.767 2.904 2.573
C23 -1.693 4.045 1.987
O5 -1.142 5.164 1.732
C24 -3.261 4.010 1.757
C25 -4.007 3.894 0.419
C26 -5.558 3.819 0.392
C27 -6.406 3.843 1.676
C28 -5.685 3.991 3.036
C29 -4.148 4.062 3.055
H1 0.582 -5.771 1.726
H2 1.832 -5.789 0.296
H3 1.281 -4.212 1.053
H4 1.219 -3.992 -1.646
H5 -0.485 -3.311 -1.713
H6 -0.082 -4.954 -2.586
H7 -2.217 -5.664 -1.092
H8 -3.135 -6.491 1.091
H9 -1.631 -6.062 2.040
H10 -4.041 -4.668 2.493
H11 -3.769 -3.989 0.818
H12 -3.020 -2.670 3.175
H13 -0.113 -3.470 2.457
H14 -1.039 -4.704 3.587
H15 -0.860 -2.925 4.044
H16 -3.037 -1.761 0.778
H17 -1.495 -2.666 0.404
H18 -1.019 -0.928 2.841
H19 -0.034 -1.164 1.333
H20 -3.106 1.591 2.781
H21 -3.037 -0.211 2.956
H22 -4.866 1.232 1.664
H23 -4.660 -0.418 1.536
H24 -2.624 1.710 -0.223
H25 -1.524 -1.134 -1.226
H26 -1.659 0.259 -2.396
H27 -3.743 -0.950 -2.617
H28 -4.170 -0.905 -0.817
H29 -5.178 0.929 -1.498
H30 0.024 1.329 -1.648
H31 -1.340 4.025 -0.736
H32 -0.089 3.705 -2.136
H33 -2.747 4.538 -2.903
H34 0.771 -0.179 -0.307
H35 2.037 0.941 -0.906
H36 2.082 -0.908 1.537
H37 3.811 1.653 1.962
H38 2.186 1.662 2.824
H39 3.394 0.315 3.130
H40 3.205 3.741 1.457
H41 0.196 1.024 2.354
H42 -1.309 2.449 3.488
H43 0.155 3.415 3.043
H44 -3.429 3.857 -0.556
H45 -6.068 3.699 -0.615
H46 -7.542 3.756 1.648
H47 -6.237 4.030 4.034
H48 -3.612 4.152 4.069
C30 -8.506 6.946 6.049
C31 -9.982 7.227 5.762
C32 -10.523 6.052 4.944
S1 -9.537 4.630 5.399
O6 -8.775 4.208 4.244
O7 -10.349 3.711 6.162
C33 -8.444 5.496 6.512
H49 -8.102 7.625 6.803
H50 -7.921 7.071 5.132
H51 -10.529 7.300 6.708
H52 -10.118 8.172 5.232
H53 -11.570 5.852 5.170
H54 -10.399 6.220 3.873
H55 -7.442 5.069 6.457
H56 -8.843 5.388 7.523
C34 -0.159 -5.229 -7.118
C35 0.013 -3.810 -7.666
C36 -0.968 -2.907 -6.916
S2 -1.210 -3.657 -5.309
O8 -2.583 -4.095 -5.208
O9 -0.586 -2.831 -4.299
C37 -0.181 -5.085 -5.602
H57 0.646 -5.890 -7.446
H58 -1.107 -5.648 -7.469
H59 1.038 -3.472 -7.486
H60 -0.161 -3.770 -8.744
H61 -0.569 -1.900 -6.788
H62 -1.936 -2.863 -7.417
H63 -0.599 -5.955 -5.094
H64 0.815 -4.865 -5.212
C38 3.416 3.114 -6.010
C39 3.658 2.540 -4.612
C40 3.714 1.017 -4.744
S3 4.294 0.680 -6.404
O10 3.233 0.029 -7.138
O11 5.632 0.137 -6.340
C41 4.386 2.382 -6.929
H65 3.574 4.194 -6.038
H66 2.384 2.914 -6.318
H67 4.613 2.912 -4.226
H68 2.879 2.846 -3.910
H69 4.404 0.576 -4.024
H70 2.725 0.569 -4.635
H71 4.121 2.461 -7.983
H72 5.412 2.725 -6.772
C42 9.631 1.950 -8.957
C43 9.838 3.340 -9.563
C44 8.890 4.300 -8.841
S4 8.641 3.621 -7.204
O12 7.256 3.227 -7.074
O13 9.295 4.467 -6.232
C45 9.626 2.153 -7.448
H73 10.413 1.253 -9.265
H74 8.668 1.544 -9.284
H75 10.874 3.656 -9.404
H76 9.656 3.342 -10.640
H77 9.317 5.300 -8.756
H78 7.919 4.352 -9.336
H79 9.188 1.317 -6.903
H80 10.631 2.361 -7.075
C46 -0.822 -10.327 5.301
C47 -1.028 -10.408 3.786
C48 -1.350 -8.997 3.291
S5 -0.558 -7.872 4.436
O14 -1.582 -7.132 5.137
O15 0.549 -7.218 3.773
C49 0.085 -9.126 5.531
H81 -0.383 -11.244 5.699
H82 -1.786 -10.171 5.796
H83 -0.108 -10.764 3.312
H84 -1.824 -11.109 3.524
H85 -0.962 -8.823 2.287
H86 -2.424 -8.800 3.314
H87 0.068 -8.765 6.559
H88 1.110 -9.342 5.225
C50 6.914 2.631 6.367
C51 5.671 3.044 7.158
C52 4.468 2.918 6.221
S6 4.889 1.645 5.036
O16 4.993 2.252 3.728
O17 4.076 0.475 5.282
C53 6.537 1.342 5.648
H89 7.779 2.488 7.017
H90 7.163 3.408 5.637
H91 5.544 2.373 8.013
H92 5.761 4.059 7.550
H93 3.567 2.625 6.760
H94 4.290 3.844 5.672
H95 7.203 1.101 4.820
H96 6.484 0.503 6.345

Its charge is +1. The multiplicity is 1.


# 8
This record from OMol25 describes a structure of composition C56H67N4O2. The level of theory is ωB97M-V/def2-TZVPD.

Geometry (Å):
C1 -1.771 2.027 0.010
C2 -1.843 2.572 1.397
C3 -0.961 3.818 1.480
C4 -3.300 2.979 1.624
C5 -1.434 1.496 2.422
C6 -1.150 1.958 3.719
C7 -1.516 1.199 4.833
C8 -2.170 -0.016 4.653
C9 -2.445 -0.515 3.371
C10 -3.529 -1.606 3.304
C11 -3.007 -2.881 3.980
C12 -4.074 -1.852 1.900
C13 -4.743 -1.165 4.138
C14 -1.727 0.078 2.291
N1 -0.963 -0.773 1.413
C15 0.261 -0.369 0.875
C16 0.330 0.568 -0.245
C17 1.607 1.344 -0.040
C18 2.641 1.507 -0.986
C19 3.877 1.998 -0.586
C20 4.075 2.289 0.776
N2 5.371 2.084 1.338
O1 5.519 2.220 2.577
O2 6.290 1.701 0.578
C21 2.997 2.370 1.680
C22 1.785 1.849 1.267
N3 1.189 -1.374 1.101
C23 2.631 -1.302 1.387
C24 3.107 -0.970 2.696
C25 2.279 -1.031 4.007
C26 3.116 -0.723 5.255
C27 1.688 -2.419 4.241
C28 1.213 0.030 3.939
C29 4.436 -0.561 2.834
C30 5.389 -0.913 1.886
C31 4.962 -1.605 0.767
C32 3.598 -1.665 0.424
C33 3.359 -2.264 -0.983
C34 4.385 -1.660 -1.959
C35 1.987 -2.016 -1.578
C36 3.601 -3.773 -0.875
C37 0.438 -2.534 1.371
C38 -0.833 -2.172 1.590
H1 -1.742 2.864 -0.705
H2 -0.688 1.341 -0.063
H3 -2.604 1.347 -0.213
H4 -0.970 4.246 2.487
H5 0.074 3.598 1.198
H6 -1.350 4.578 0.790
H7 -3.417 3.520 2.569
H8 -3.626 3.623 0.797
H9 -3.959 2.101 1.640
H10 -0.708 2.944 3.887
H11 -1.319 1.573 5.841
H12 -2.521 -0.570 5.527
H13 -2.957 -2.730 5.067
H14 -3.692 -3.714 3.774
H15 -2.000 -3.153 3.649
H16 -4.547 -0.936 1.518
H17 -3.322 -2.177 1.182
H18 -4.844 -2.637 1.957
H19 -5.136 -0.204 3.788
H20 -5.537 -1.916 4.045
H21 -4.500 -1.070 5.201
H22 0.246 0.014 -1.194
H23 2.488 1.217 -2.028
H24 4.719 2.107 -1.266
H25 3.166 2.732 2.691
H26 0.953 1.746 1.972
H27 3.503 0.301 5.252
H28 2.488 -0.826 6.149
H29 3.947 -1.429 5.358
H30 0.918 -2.679 3.515
H31 2.486 -3.171 4.187
H32 1.225 -2.463 5.236
H33 0.579 -0.088 3.058
H34 0.551 -0.023 4.808
H35 1.653 1.037 3.891
H36 4.771 -0.034 3.728
H37 6.442 -0.702 2.054
H38 5.721 -2.046 0.120
H39 5.401 -2.015 -1.758
H40 4.141 -1.945 -2.990
H41 4.395 -0.563 -1.900
H42 1.186 -2.431 -0.964
H43 1.830 -0.945 -1.747
H44 1.934 -2.515 -2.558
H45 2.884 -4.222 -0.176
H46 3.485 -4.244 -1.858
H47 4.614 -3.974 -0.505
H48 0.908 -3.506 1.462
H49 -1.668 -2.814 1.803
C39 -3.418 -1.040 -1.255
C40 -3.294 -0.500 -2.619
N4 -4.289 -0.599 -3.537
C41 -5.627 -1.116 -3.284
C42 -3.895 -0.016 -4.741
C43 -2.596 0.515 -4.559
C44 -2.079 1.317 -5.571
C45 -2.773 1.439 -6.783
C46 -4.042 0.854 -6.955
C47 -4.635 0.138 -5.905
C48 -2.182 0.178 -3.194
C49 -0.986 0.623 -2.536
C50 0.147 0.935 -3.400
C51 0.608 -0.012 -4.346
C52 1.382 0.410 -5.414
C53 1.754 1.757 -5.527
C54 2.407 2.238 -6.779
C55 1.497 2.639 -4.471
C56 0.735 2.223 -3.386
H50 -4.118 -0.436 -0.642
H51 -3.750 -2.099 -1.235
H52 -2.416 -0.981 -0.806
H53 -6.067 -1.442 -4.232
H54 -5.564 -1.958 -2.586
H55 -6.278 -0.345 -2.842
H56 -1.139 1.842 -5.404
H57 -2.322 2.000 -7.606
H58 -4.562 0.959 -7.907
H59 -5.631 -0.295 -5.968
H60 -1.210 1.386 -1.796
H61 0.289 -1.053 -4.249
H62 1.666 -0.294 -6.199
H63 2.692 3.287 -6.681
H64 3.294 1.647 -7.026
H65 1.718 2.153 -7.628
H66 1.890 3.659 -4.524
H67 0.525 2.909 -2.557

Its charge is +1. The multiplicity is 1.


Energy values (in eV) by entry order: -7757.6611 -18124.0874 -5410.3608 -8772.9284 -82295.8672 -10365.4795 -246728.8693 -69198.4450.
LUMO values (in eV) by entry order: 0.974 0.860 1.168 0.925 -1.010 0.639 -2.703 -4.454.
Gap between HOMO and LUMO values (in eV) by entry order: 9.79 9.33 12.05 10.19 9.07 9.34 6.96 4.19.